1.
Below is a 8-piece molecular cluster, C30H57BrINO17P overall in a non-equilibrium geometry, with properties calculated with the ωB97M-V functional and the def2-TZVPD basis.

Summary:
Kohn-Sham gap: 0.2379 hartree

Geometry as ORCA input:
```
! RIJCOSX wB97M-V def2-TZVPD def2/J DEFGRID3
* xyz -1 1
N -2.158 7.149 4.881
C -1.273 6.519 4.333
O -0.186 6.271 3.430
P 1.210 5.782 4.336
Br 0.750 3.628 3.703
I 1.633 8.119 5.120
C 1.248 5.177 6.137
O 2.314 5.472 6.809
O 0.270 4.432 6.759
H 2.463 5.741 3.607
O 0.358 2.750 -0.101
C -0.300 3.623 -0.616
O 0.268 4.805 -0.926
C -0.374 5.838 -1.687
C -1.249 6.701 -0.800
C -1.776 3.441 -0.833
H -0.918 5.417 -2.537
H 0.427 6.452 -2.107
H -2.052 6.123 -0.341
H -1.695 7.516 -1.376
H -0.660 7.127 0.016
H -2.302 3.644 0.100
H -1.956 2.405 -1.132
H -2.186 4.063 -1.627
O -0.784 0.908 2.422
C -0.385 -0.109 2.941
O 0.677 -0.075 3.766
C 1.122 -1.184 4.561
C 2.010 -2.109 3.754
C -1.008 -1.435 2.606
H 0.275 -1.703 5.017
H 1.701 -0.758 5.384
H 1.477 -2.543 2.906
H 2.386 -2.923 4.378
H 2.860 -1.558 3.344
H -0.593 -1.796 1.664
H -2.085 -1.293 2.496
H -0.877 -2.192 3.377
O -4.651 12.586 8.071
C -4.698 11.394 7.847
O -3.901 10.850 6.914
C -3.757 9.435 6.693
C -4.859 8.913 5.794
C -5.708 10.525 8.543
H -3.693 8.896 7.641
H -2.795 9.298 6.196
H -5.845 9.050 6.244
H -4.717 7.850 5.589
H -4.867 9.458 4.846
H -6.671 10.620 8.038
H -5.805 10.868 9.576
H -5.426 9.475 8.595
O -1.997 -2.697 -0.598
C -1.186 -2.655 -1.499
O -0.982 -3.733 -2.277
C -0.176 -3.734 -3.467
C 1.288 -3.927 -3.130
C -0.335 -1.433 -1.703
H -0.357 -2.836 -4.063
H -0.519 -4.577 -4.069
H 1.670 -3.115 -2.507
H 1.890 -3.977 -4.041
H 1.430 -4.851 -2.563
H 0.500 -1.457 -1.001
H -0.946 -0.549 -1.507
H 0.045 -1.323 -2.717
O 0.078 -4.805 -6.420
C 0.849 -5.720 -6.618
O 2.176 -5.505 -6.565
C 3.173 -6.542 -6.612
C 3.480 -6.933 -8.043
C 0.342 -7.078 -7.011
H 2.882 -7.395 -5.994
H 4.073 -6.124 -6.156
H 2.600 -7.337 -8.548
H 4.273 -7.683 -8.076
H 3.798 -6.058 -8.616
H 0.123 -7.082 -8.080
H -0.574 -7.280 -6.452
H 1.028 -7.890 -6.777
O -1.191 -4.867 5.066
C -1.898 -5.300 4.181
O -2.031 -6.629 4.012
C -2.968 -7.241 3.113
C -2.409 -7.304 1.706
C -2.561 -4.369 3.206
H -3.939 -6.741 3.160
H -3.126 -8.258 3.482
H -2.215 -6.307 1.304
H -3.106 -7.815 1.037
H -1.456 -7.838 1.699
H -1.840 -4.081 2.440
H -2.889 -3.479 3.747
H -3.450 -4.783 2.734
O 5.901 -4.694 -7.306
C 5.507 -3.606 -6.941
O 5.944 -2.491 -7.553
C 5.416 -1.176 -7.315
C 6.062 -0.541 -6.101
C 4.601 -3.480 -5.750
H 4.325 -1.199 -7.250
H 5.660 -0.584 -8.201
H 5.863 -1.114 -5.192
H 5.693 0.476 -5.955
H 7.148 -0.510 -6.221
H 5.199 -3.528 -4.838
H 3.894 -4.314 -5.764
H 4.001 -2.573 -5.745
*
```

2.
Below is a 8-piece molecular cluster, C30H57Cl14FNO4PS overall in a non-equilibrium geometry, with properties calculated with the ωB97M-V functional and the def2-TZVPD basis.

Summary:
SMILES: CC(C)(C)CC(C)(C)c1ccc(OCCOCC[PH2](CCCCCN)S(=O)(=O)F)cc1.ClCCl.ClCCl.ClCCl.ClCCl.ClCCl.ClCCl.ClCCl
Kohn-Sham gap: 0.3211 hartree

Geometry as ORCA input:
```
! RIJCOSX wB97M-V def2-TZVPD def2/J DEFGRID3
* xyz 0 1
C 1.228 -3.456 1.625
C 0.252 -2.946 2.689
C 1.035 -2.102 3.708
C -0.233 -4.202 3.459
C -1.039 -2.279 2.134
C -0.974 -0.785 1.722
C 0.279 -0.365 0.946
C -1.101 0.182 2.935
C -2.198 -0.481 0.818
C -2.154 -0.429 -0.575
C -3.279 -0.111 -1.328
C -4.489 0.160 -0.709
O -5.641 0.502 -1.379
C -5.539 1.606 -2.269
C -4.871 2.845 -1.678
O -3.534 2.927 -2.154
C -2.540 3.247 -1.200
C -1.716 4.465 -1.660
P -0.301 3.899 -2.768
C 0.746 3.280 -1.406
C 2.151 3.932 -1.332
C 3.270 2.931 -0.975
C 4.453 2.983 -1.945
C 5.688 2.333 -1.351
N 6.729 2.091 -2.355
S 1.206 3.148 -4.384
O 0.477 2.816 -5.580
O 2.002 2.054 -3.879
F 2.234 4.331 -4.781
C -4.570 0.077 0.675
C -3.430 -0.212 1.418
H 1.769 -2.663 1.110
H 1.994 -4.035 2.150
H 0.770 -4.150 0.927
H 0.390 -1.486 4.329
H 1.520 -2.800 4.399
H 1.840 -1.512 3.273
H 0.642 -4.836 3.614
H -0.612 -3.912 4.441
H -0.969 -4.764 2.885
H -1.353 -2.872 1.256
H -1.834 -2.432 2.868
H 0.123 0.663 0.614
H 0.387 -0.953 0.036
H 1.185 -0.419 1.541
H -0.101 0.364 3.324
H -1.779 -0.186 3.699
H -1.452 1.137 2.544
H -1.238 -0.609 -1.116
H -3.233 -0.041 -2.407
H -5.041 1.343 -3.204
H -6.565 1.884 -2.508
H -5.411 3.714 -2.065
H -4.947 2.818 -0.590
H -1.852 2.393 -1.172
H -2.929 3.454 -0.204
H -1.339 4.937 -0.748
H -2.345 5.203 -2.161
H -1.198 2.990 -3.359
H -0.126 5.196 -3.281
H 0.234 3.439 -0.462
H 0.848 2.201 -1.509
H 2.392 4.523 -2.216
H 2.101 4.643 -0.506
H 2.888 1.911 -0.986
H 3.637 3.160 0.027
H 4.692 4.000 -2.262
H 4.164 2.415 -2.831
H 5.409 1.393 -0.858
H 6.119 2.958 -0.563
H 7.215 1.221 -2.197
H 6.343 2.087 -3.288
H -5.492 0.290 1.197
H -3.547 -0.211 2.492
Cl -1.050 -0.583 6.605
C -0.863 -2.192 7.312
Cl -1.981 -3.358 6.595
H 0.152 -2.533 7.139
H -1.063 -2.126 8.374
Cl 0.656 8.053 -3.377
C 0.019 8.164 -5.024
Cl -1.514 7.298 -5.184
H -0.147 9.208 -5.260
H 0.740 7.732 -5.708
Cl -5.269 -5.069 1.434
C -5.559 -4.181 -0.073
Cl -5.002 -2.502 0.030
H -5.023 -4.680 -0.872
H -6.623 -4.184 -0.275
Cl 2.558 -5.814 -1.011
C 4.061 -6.383 -0.271
Cl 4.770 -5.156 0.788
H 3.850 -7.270 0.315
H 4.768 -6.615 -1.057
Cl 1.629 1.373 7.579
C 0.726 2.863 7.864
Cl 0.621 3.860 6.407
H -0.278 2.603 8.177
H 1.229 3.431 8.637
Cl 1.388 -3.267 -2.738
C -0.319 -3.706 -2.622
Cl -0.964 -3.418 -0.999
H -0.880 -3.102 -3.326
H -0.427 -4.758 -2.861
Cl 4.826 -8.563 -2.853
C 4.431 -7.666 -4.326
Cl 5.108 -6.036 -4.299
H 4.839 -8.201 -5.175
H 3.353 -7.595 -4.405
*
```

3.
Below is a 8-piece molecular cluster, C30H57N2O21 overall, with properties calculated with the ωB97M-V functional and the def2-TZVPD basis.

Summary:
Kohn-Sham gap: 0.2607 hartree

Geometry as ORCA input:
```
! RIJCOSX wB97M-V def2-TZVPD def2/J DEFGRID3
* xyz 1 1
C 3.157 -5.255 -5.063
C 1.674 -5.109 -5.092
C 0.895 -5.017 -6.255
C -0.437 -4.839 -6.127
C -1.025 -4.749 -4.837
C -2.490 -4.502 -4.629
C -3.410 -5.165 -5.658
C -3.166 -6.686 -5.744
C -4.864 -4.845 -5.302
N -0.284 -4.873 -3.759
N 1.017 -5.043 -3.943
H 3.610 -4.272 -4.904
H 3.481 -5.921 -4.264
H 3.515 -5.632 -6.018
H 1.376 -5.078 -7.221
H -1.076 -4.755 -6.996
H -2.653 -3.419 -4.613
H -2.743 -4.877 -3.634
H -3.239 -4.717 -6.643
H -4.097 -7.232 -5.595
H -2.475 -7.035 -4.971
H -2.766 -6.992 -6.712
H -4.990 -3.778 -5.097
H -5.529 -5.092 -6.129
H -5.175 -5.389 -4.408
H 1.536 -5.116 -3.073
C 3.186 0.237 -0.534
O 1.975 -0.440 -0.160
C 1.336 -1.027 -1.156
O 1.676 -1.060 -2.314
O 0.237 -1.613 -0.665
C -0.540 -2.278 -1.659
H 3.605 0.635 0.385
H 3.887 -0.467 -0.978
H 2.972 1.040 -1.235
H 0.055 -3.048 -2.139
H -0.902 -1.572 -2.406
H -1.379 -2.734 -1.141
C -1.401 -0.518 1.609
O -2.721 -0.114 1.993
C -3.344 -0.992 2.786
O -2.886 -2.039 3.164
O -4.547 -0.511 3.079
C -5.334 -1.341 3.946
H -1.013 0.271 0.971
H -0.766 -0.626 2.486
H -1.434 -1.455 1.062
H -4.832 -1.475 4.901
H -5.514 -2.309 3.483
H -6.268 -0.807 4.084
C -4.154 2.609 2.513
O -4.865 3.843 2.331
C -5.895 3.998 3.159
O -6.245 3.213 4.002
O -6.481 5.169 2.900
C -7.615 5.445 3.735
H -3.353 2.617 1.780
H -3.735 2.554 3.516
H -4.803 1.759 2.335
H -7.318 5.474 4.781
H -8.386 4.691 3.592
H -7.977 6.418 3.420
C 6.096 1.304 5.261
O 4.900 0.642 5.688
C 4.195 0.084 4.710
O 4.479 0.103 3.537
O 3.123 -0.495 5.244
C 2.253 -1.129 4.304
H 6.549 1.717 6.157
H 6.782 0.603 4.790
H 5.861 2.109 4.567
H 2.774 -1.922 3.769
H 1.861 -0.400 3.596
H 1.442 -1.554 4.887
C 5.797 8.135 4.258
O 5.715 6.769 4.686
C 4.626 6.129 4.273
O 3.746 6.589 3.594
O 4.672 4.879 4.741
C 3.550 4.075 4.373
H 6.726 8.513 4.670
H 5.812 8.193 3.172
H 4.954 8.705 4.643
H 3.480 3.982 3.290
H 2.623 4.493 4.761
H 3.727 3.099 4.816
C -5.669 5.687 0.061
O -5.045 6.297 -1.082
C -5.544 5.921 -2.251
O -6.433 5.126 -2.426
O -4.892 6.574 -3.218
C -5.344 6.271 -4.540
H -5.166 6.083 0.933
H -6.724 5.954 0.087
H -5.561 4.607 0.025
H -6.392 6.538 -4.658
H -5.212 5.213 -4.757
H -4.728 6.871 -5.203
C 7.642 -3.355 -2.347
O 6.708 -3.428 -1.263
C 7.141 -2.833 -0.144
O 8.195 -2.272 -0.020
O 6.208 -2.970 0.795
C 6.554 -2.366 2.052
H 7.170 -3.872 -3.177
H 7.842 -2.319 -2.612
H 8.575 -3.847 -2.082
H 6.696 -1.294 1.931
H 7.456 -2.819 2.456
H 5.713 -2.549 2.713
*
```

Quick rundown of E_tot, same order as above: -5724.2130, -8814.9746, -2866.6643 hartree
Quick rundown of LUMO level, same order as above: 1.349, 0.361, -4.684 eV
Quick rundown of HOMO, same order as above: -5.13, -8.38, -11.78 eV